Record 1
Here is a structure of composition C56H42Cl3I2NO4P3SeSiSn in a non-equilibrium geometry from the Open Molecules 2025 dataset. Energies are from wB97M-V/def2-TZVPD.

E_LUMO, eV: 2.235
HOMO, eV: -4.2
Net charge: -1
Frontier orbital gap, hartree: 0.23562

Each line ends with the Löwdin charge.
Geometry (Å):
Sn (-0.185, -0.955, 0.467)  0.741
C (6.652, 0.299, 1.183)  -0.101
C (6.146, -0.984, 1.053)  -0.082
C (4.894, -1.192, 0.500)  -0.068
C (4.138, -0.109, 0.073)  -0.362
C (4.644, 1.182, 0.225)  -0.121
C (5.901, 1.384, 0.757)  -0.093
P (2.394, -0.235, -0.422)  0.961
C (2.322, -1.846, -1.240)  -0.401
C (2.197, -1.984, -2.615)  -0.086
C (2.166, -3.237, -3.201)  -0.074
C (2.269, -4.367, -2.411)  -0.072
C (2.364, -4.244, -1.035)  -0.117
C (2.355, -2.992, -0.447)  -0.160
C (2.323, 0.846, -1.882)  -0.398
C (3.413, 1.012, -2.730)  -0.098
C (3.261, 1.694, -3.923)  -0.082
C (2.017, 2.189, -4.283)  -0.081
C (0.944, 2.046, -3.421)  -0.104
C (1.086, 1.398, -2.205)  -0.300
Si (-0.299, 1.279, -0.898)  0.576
C (0.050, 2.913, 0.046)  -0.268
C (0.188, 4.139, -0.590)  -0.108
C (0.331, 5.308, 0.134)  -0.086
C (0.357, 5.262, 1.518)  -0.081
C (0.270, 4.045, 2.167)  -0.074
C (0.121, 2.870, 1.436)  -0.355
P (-0.013, 1.244, 2.303)  1.058
C (-1.594, 1.560, 3.140)  -0.386
C (-1.856, 1.064, 4.412)  -0.144
C (-3.070, 1.312, 5.025)  -0.080
C (-4.041, 2.038, 4.361)  -0.094
C (-3.807, 2.488, 3.074)  -0.076
C (-2.589, 2.257, 2.465)  -0.094
C (1.250, 1.588, 3.599)  -0.343
C (2.559, 1.293, 3.229)  -0.106
C (3.616, 1.599, 4.064)  -0.072
C (3.378, 2.196, 5.291)  -0.091
C (2.079, 2.498, 5.665)  -0.089
C (1.018, 2.205, 4.825)  -0.117
C (-1.912, 1.549, -1.895)  -0.271
C (-2.507, 2.776, -2.159)  -0.092
C (-3.634, 2.871, -2.956)  -0.085
C (-4.185, 1.728, -3.515)  -0.082
C (-3.644, 0.492, -3.215)  -0.092
C (-2.530, 0.401, -2.386)  -0.373
P (-1.917, -1.269, -1.945)  1.054
C (-1.667, -1.837, -3.680)  -0.331
C (-2.483, -2.733, -4.359)  -0.088
C (-2.201, -3.074, -5.671)  -0.088
C (-1.107, -2.526, -6.317)  -0.099
C (-0.304, -1.613, -5.653)  -0.087
C (-0.586, -1.269, -4.346)  -0.103
C (-3.440, -2.108, -1.417)  -0.388
C (-3.409, -3.501, -1.367)  -0.174
C (-4.424, -4.201, -0.746)  -0.096
C (-5.461, -3.513, -0.138)  -0.085
C (-5.480, -2.128, -0.159)  -0.080
C (-4.482, -1.421, -0.805)  -0.105
H (7.626, 0.456, 1.625)  0.096
H (6.723, -1.832, 1.391)  0.101
H (4.510, -2.195, 0.388)  0.092
H (4.043, 2.026, -0.093)  0.112
H (6.293, 2.388, 0.848)  0.102
H (2.137, -1.103, -3.233)  0.086
H (2.072, -3.321, -4.275)  0.100
H (2.256, -5.351, -2.853)  0.102
H (2.427, -5.130, -0.425)  0.018
H (2.393, -2.899, 0.630)  0.073
H (4.373, 0.593, -2.462)  0.111
H (4.110, 1.823, -4.581)  0.099
H (1.889, 2.691, -5.232)  0.099
H (-0.027, 2.433, -3.695)  0.101
H (0.190, 4.171, -1.669)  0.094
H (0.418, 6.258, -0.377)  0.097
H (0.455, 6.174, 2.091)  0.099
H (0.316, 4.018, 3.247)  0.099
H (-1.115, 0.457, 4.908)  0.043
H (-3.260, 0.926, 6.017)  0.106
H (-4.993, 2.228, 4.836)  0.099
H (-4.584, 3.018, 2.541)  0.103
H (-2.412, 2.602, 1.454)  0.109
H (2.745, 0.827, 2.269)  0.059
H (4.625, 1.369, 3.755)  0.097
H (4.199, 2.432, 5.953)  0.097
H (1.892, 2.976, 6.616)  0.100
H (0.014, 2.470, 5.128)  0.099
H (-2.080, 3.672, -1.732)  0.086
H (-4.078, 3.838, -3.155)  0.098
H (-5.044, 1.798, -4.169)  0.099
H (-4.088, -0.407, -3.627)  0.110
H (-3.349, -3.164, -3.874)  0.095
H (-2.842, -3.772, -6.191)  0.099
H (-0.881, -2.807, -7.336)  0.095
H (0.543, -1.168, -6.155)  0.103
H (0.029, -0.542, -3.834)  0.079
H (-2.558, -4.037, -1.779)  0.106
H (-4.377, -5.280, -0.694)  0.107
H (-6.226, -4.053, 0.405)  0.102
H (-6.255, -1.592, 0.369)  0.108
H (-4.481, -0.339, -0.773)  0.110
I (-1.364, -3.683, 1.397)  0.786
I (0.278, -6.069, 1.362)  -0.177
Cl (-0.209, -3.918, 4.879)  0.604
C (1.008, -2.630, 4.939)  -1.549
Cl (2.548, -3.270, 5.592)  0.599
Cl (0.473, -1.290, 5.973)  0.664
C (1.299, -2.092, 3.640)  -0.403
N (1.633, -1.642, 2.641)  0.183
O (-1.310, -1.273, 2.940)  -0.623
Se (-2.666, -1.094, 2.131)  0.532
O (-2.950, -2.523, 1.432)  -0.887
O (-2.325, -0.144, 0.885)  -0.580
O (-3.921, -0.708, 2.950)  -0.344

Record 2
Here is a structure of composition C56H44GeN2O9PSTeTi in a non-equilibrium geometry from the Open Molecules 2025 dataset. Energies are from wB97M-V/def2-TZVPD.

E_LUMO (alpha / beta), eV: 4.015 / 4.014
HOMO (alpha / beta), eV: -0.9 / -1.0
Net charge: -2
Frontier orbital gap (alpha / beta), hartree: 0.18043 / 0.18305
Multiplicity: 2

Each line ends with the Löwdin charge.
Geometry (Å):
Ti (-0.770, 1.692, -0.041)  0.898
O (-4.555, 0.464, -0.435)  0.065
C (-3.422, 1.059, 0.045)  -0.501
O (-2.266, 0.625, -0.413)  -0.220
C (-3.368, 2.005, 1.027)  -0.251
C (-4.368, 2.685, 1.798)  -0.038
C (-3.987, 3.540, 2.778)  -0.104
C (-2.592, 3.808, 3.022)  -0.025
C (-1.675, 3.187, 2.240)  -0.203
N (-2.015, 2.284, 1.294)  -0.094
C (-0.170, 3.357, 2.237)  -0.538
O (0.412, 4.108, 3.003)  0.055
O (0.367, 2.605, 1.333)  -0.150
H (-4.238, -0.230, -1.034)  0.103
H (-5.411, 2.491, 1.580)  0.105
H (-4.730, 4.045, 3.384)  0.084
H (-2.273, 4.495, 3.792)  0.100
O (-1.029, 1.724, -2.228)  -0.372
S (-1.259, 3.178, -2.176)  0.508
O (-2.518, 3.619, -2.715)  -0.273
O (-1.013, 3.619, -0.785)  -0.339
C (0.034, 3.796, -3.224)  -0.267
C (-0.303, 4.426, -4.409)  -0.064
C (0.690, 4.711, -5.331)  -0.090
C (1.992, 4.303, -5.065)  -0.085
C (2.311, 3.657, -3.881)  -0.057
C (1.344, 3.419, -2.904)  -0.274
P (1.606, 2.441, -1.303)  1.150
C (2.359, 3.816, -0.347)  -0.328
C (3.215, 3.514, 0.712)  -0.099
C (3.826, 4.527, 1.431)  -0.083
C (3.575, 5.857, 1.121)  -0.107
C (2.682, 6.165, 0.108)  -0.093
C (2.076, 5.151, -0.622)  -0.072
C (3.122, 1.566, -1.897)  -0.288
C (4.397, 2.111, -1.783)  -0.104
C (5.515, 1.440, -2.255)  -0.106
C (5.370, 0.194, -2.841)  -0.099
C (4.112, -0.370, -2.942)  -0.047
C (2.969, 0.287, -2.478)  -0.282
H (-1.346, 4.659, -4.581)  0.106
H (0.447, 5.217, -6.257)  0.093
H (2.770, 4.490, -5.796)  0.096
H (3.326, 3.325, -3.712)  0.098
H (3.379, 2.474, 0.964)  0.111
H (4.507, 4.281, 2.236)  0.098
H (4.061, 6.650, 1.677)  0.089
H (2.460, 7.199, -0.128)  0.092
H (1.372, 5.404, -1.403)  0.100
H (4.522, 3.083, -1.327)  0.097
H (6.497, 1.889, -2.158)  0.088
H (6.237, -0.342, -3.209)  0.091
H (3.996, -1.360, -3.371)  0.104
H (1.659, -0.975, -3.544)  0.069
O (2.456, -0.406, 0.111)  -0.251
N (1.686, 0.613, 0.350)  -0.246
O (0.325, 0.268, 0.270)  -0.459
Te (-1.781, -0.607, 2.343)  1.612
C (-2.583, -0.163, 4.303)  -0.457
C (-1.773, -0.193, 5.433)  -0.139
C (-2.297, 0.078, 6.690)  -0.109
C (-3.641, 0.388, 6.833)  -0.117
C (-4.453, 0.443, 5.707)  -0.100
C (-3.925, 0.172, 4.454)  -0.135
C (-2.891, -2.472, 2.503)  -0.456
C (-2.269, -3.650, 2.902)  -0.130
C (-2.970, -4.848, 2.936)  -0.100
C (-4.312, -4.882, 2.585)  -0.118
C (-4.944, -3.709, 2.194)  -0.109
C (-4.234, -2.517, 2.143)  -0.141
H (-0.724, -0.437, 5.322)  0.087
H (-1.656, 0.042, 7.563)  0.091
H (-4.053, 0.592, 7.814)  0.088
H (-5.499, 0.705, 5.811)  0.094
H (-4.557, 0.235, 3.577)  0.089
H (-1.221, -3.628, 3.172)  0.079
H (-2.464, -5.758, 3.237)  0.094
H (-4.859, -5.818, 2.601)  0.088
H (-5.990, -3.731, 1.907)  0.093
H (-4.723, -1.615, 1.790)  0.090
C (1.662, -0.381, -2.629)  -0.184
Ge (1.145, -1.814, -1.164)  1.052
C (2.251, -3.231, -2.129)  -0.274
C (1.834, -3.826, -3.318)  -0.111
C (2.618, -4.772, -3.967)  -0.112
C (3.848, -5.136, -3.437)  -0.128
C (4.284, -4.548, -2.256)  -0.106
C (3.489, -3.612, -1.612)  -0.117
C (-0.731, -2.175, -1.805)  -0.228
C (-1.185, -1.666, -3.022)  -0.112
C (-2.459, -1.944, -3.492)  -0.096
C (-3.313, -2.751, -2.752)  -0.118
C (-2.876, -3.270, -1.540)  -0.093
C (-1.602, -2.975, -1.074)  -0.097
C (1.200, -2.920, 0.580)  -0.235
C (1.114, -4.306, 0.436)  -0.135
C (1.293, -5.164, 1.512)  -0.108
C (1.568, -4.645, 2.769)  -0.130
C (1.630, -3.269, 2.939)  -0.108
C (1.440, -2.419, 1.855)  -0.128
H (0.839, 0.330, -2.657)  0.032
H (0.865, -3.558, -3.729)  0.092
H (2.267, -5.234, -4.884)  0.088
H (4.461, -5.875, -3.942)  0.084
H (5.247, -4.827, -1.840)  0.090
H (3.817, -3.162, -0.681)  0.110
H (-0.542, -1.035, -3.621)  0.086
H (-2.792, -1.533, -4.439)  0.095
H (-4.308, -2.978, -3.118)  0.089
H (-3.530, -3.905, -0.956)  0.093
H (-1.283, -3.390, -0.126)  0.081
H (0.922, -4.722, -0.548)  0.100
H (1.220, -6.237, 1.368)  0.089
H (1.725, -5.309, 3.612)  0.086
H (1.825, -2.858, 3.923)  0.095
H (1.507, -1.352, 2.007)  0.071